[1]
64
Properties=species:S:1:pos:R:3:forces:R:3:nbo_charge:R:1 method="wB97M-V/def2-TZVPD" e_homo_ev="-6.695 / -7.342" gap_ev="7.0492 / 7.6033" total_charge=0 spin_multiplicity=2 s_squared=0.754 energy_ha=-1776.6476
Pt 1.8059 1.1093 0.1823 0.3 0.0 -0.3 0.59
C -0.3135 4.9695 -1.4031 0.0 0.0 0.0 -0.71
C 0.6724 3.8292 -1.5029 -0.2 0.1 0.2 0.69
O 0.3256 2.6686 -1.4287 0.1 -0.1 -0.3 -0.60
N 1.9713 4.2057 -1.6827 0.0 0.1 -0.1 -0.62
C 3.0276 3.2622 -1.9781 0.0 0.0 0.1 -0.27
C 3.9640 3.0374 -0.8198 0.1 -0.2 -0.1 0.22
C 5.2271 3.6108 -0.8089 0.0 0.0 0.1 -0.25
C 6.1056 3.3277 0.2226 0.0 0.0 0.0 -0.16
C 5.6959 2.4592 1.2201 0.0 0.0 0.0 -0.25
C 4.4234 1.9265 1.1540 0.0 0.1 0.1 0.06
N 3.5681 2.2075 0.1593 -0.2 0.0 0.2 -0.46
H -1.2128 4.6046 -0.9158 0.0 0.0 0.0 0.25
H -0.5705 5.3131 -2.4064 0.0 0.0 0.0 0.23
H 0.0942 5.8128 -0.8447 0.0 0.0 0.0 0.21
H 2.1761 5.1887 -1.7272 0.0 0.0 0.0 0.39
H 3.5996 3.6184 -2.8365 0.0 0.0 0.0 0.20
H 2.5620 2.3110 -2.2445 0.0 0.0 0.0 0.26
H 5.5122 4.2713 -1.6166 0.0 0.0 0.0 0.22
H 7.0925 3.7705 0.2410 0.0 0.0 0.0 0.22
H 6.3422 2.1894 2.0425 0.0 0.0 0.0 0.23
H 4.0432 1.2510 1.9086 0.0 0.0 0.0 0.24
O 1.8781 -2.0940 -0.1884 0.0 0.0 0.0 -0.66
C 0.7556 -1.6360 -0.2814 -0.1 0.0 -0.1 0.79
N -0.3581 -2.3659 -0.6160 0.0 0.0 0.0 -0.65
C -1.5675 -1.5844 -0.5896 0.0 -0.1 0.0 -0.06
C -0.9682 -0.2012 -0.1890 0.0 0.0 0.1 0.70
O -1.6389 0.7925 0.0112 0.0 0.0 0.1 -0.63
N 0.3724 -0.3225 -0.0569 -0.1 0.0 0.0 -0.74
C -2.5450 -2.0759 0.4846 -0.1 0.0 0.0 -0.02
C -3.5322 -1.2345 0.9929 0.0 0.0 0.0 -0.16
C -4.4102 -1.6882 1.9660 0.0 0.0 0.0 -0.23
C -4.3289 -2.9916 2.4375 0.0 0.0 0.0 -0.23
C -3.3644 -3.8413 1.9187 0.0 0.0 0.0 -0.22
C -2.4808 -3.3843 0.9502 0.0 0.0 0.0 -0.21
C -2.2820 -1.5259 -1.9420 0.0 0.0 0.0 0.07
C -3.0976 -0.4499 -2.2799 0.0 0.0 0.0 -0.23
C -3.7731 -0.4362 -3.4912 0.0 0.0 0.0 -0.21
C -3.6521 -1.4955 -4.3779 0.0 0.0 0.0 -0.21
C -2.8448 -2.5719 -4.0451 0.0 0.0 0.0 -0.21
C -2.1649 -2.5845 -2.8359 0.0 0.0 0.0 -0.22
H -0.2638 -3.3342 -0.8553 0.0 0.0 0.0 0.41
H -3.5887 -0.2144 0.6418 0.0 0.0 0.0 0.24
H -5.1630 -1.0168 2.3588 0.0 0.0 0.0 0.21
H -5.0161 -3.3427 3.1964 0.0 0.0 0.0 0.21
H -3.2949 -4.8641 2.2673 0.0 0.0 0.0 0.21
H -1.7233 -4.0586 0.5745 0.0 0.0 0.0 0.21
H -3.1794 0.3858 -1.5996 0.0 0.0 0.0 0.24
H -4.3952 0.4131 -3.7434 0.0 0.0 0.0 0.21
H -4.1792 -1.4804 -5.3231 0.0 0.0 0.0 0.21
H -2.7389 -3.4056 -4.7273 0.0 0.0 0.0 0.21
H -1.5354 -3.4328 -2.6012 0.0 0.0 0.0 0.20
O 1.8059 0.7653 2.5237 0.4 -0.1 0.1 -0.62
N 1.2954 -0.4018 2.8210 -0.3 0.1 0.0 0.07
C -0.0459 -0.5047 2.9524 0.1 0.0 0.0 0.01
C -0.6306 -1.7127 3.2527 0.0 0.0 0.0 -0.22
C 0.1658 -2.8396 3.4028 0.0 0.0 0.0 -0.19
C 1.5365 -2.7141 3.2507 0.0 0.0 0.0 -0.22
C 2.0826 -1.4834 2.9591 0.0 0.0 0.0 0.04
H -0.5809 0.4155 2.7699 0.0 0.0 0.0 0.25
H -1.7075 -1.7649 3.3381 0.0 0.0 0.0 0.25
H -0.2821 -3.8003 3.6147 0.0 0.0 0.0 0.23
H 2.1965 -3.5645 3.3390 0.0 0.0 0.0 0.23
H 3.1330 -1.2975 2.8048 0.0 0.0 0.0 0.23

[2]
97
Properties=species:S:1:pos:R:3:forces:R:3:mulliken_charge:R:1 method="wB97M-V/def2-TZVPD" e_homo_ev="-10.838 / -11.076" gap_ev="8.5121 / 8.7367" total_charge=+1 spin_multiplicity=5 s_squared=6.030 energy_ha=-7036.0368
Cr 0.2623 0.4871 -0.0506 -0.4 0.4 1.2 0.27
O -0.1187 0.2514 3.1073 -0.1 0.3 0.1 -0.72
C -0.3299 1.2708 2.4635 0.1 -0.2 0.6 -0.72
O 0.4379 1.7028 1.5055 0.3 -0.3 -0.2 -0.62
C -1.5618 2.0979 2.6475 -0.1 0.1 -0.2 0.92
C -2.0986 2.3687 3.8961 0.0 -0.1 -0.1 -0.50
C -3.2323 3.1586 3.9943 0.0 0.0 0.1 -0.71
C -3.8367 3.6616 2.8505 0.0 0.0 0.1 -0.71
C -3.3309 3.3516 1.5972 0.1 0.0 -0.1 -0.34
C -2.1806 2.5753 1.4858 0.0 -0.2 0.1 -0.67
P -1.4841 2.1183 -0.1441 -0.9 1.1 -0.3 2.35
C -2.9794 2.0161 -1.1857 0.1 -0.2 0.1 0.50
C -4.0054 1.1805 -0.7359 0.0 0.1 -0.1 -0.22
C -5.1642 1.0397 -1.4800 0.0 -0.1 0.0 -0.87
C -5.2981 1.7087 -2.6900 0.0 0.0 0.0 -0.59
C -4.2690 2.5123 -3.1547 0.0 0.0 -0.1 -0.72
C -3.1084 2.6662 -2.4080 0.0 0.0 0.1 -0.48
C -0.6603 3.6470 -0.7027 0.2 -0.2 -0.1 0.41
C -0.7805 4.8709 -0.0532 0.0 0.0 0.0 -0.95
C -0.0751 5.9715 -0.5191 0.0 0.0 0.1 -0.71
C 0.7456 5.8632 -1.6322 0.0 0.0 -0.1 -0.91
C 0.8673 4.6461 -2.2867 0.0 0.0 0.0 -0.49
C 0.1729 3.5439 -1.8171 -0.1 0.0 0.1 0.05
H -1.6211 1.9599 4.7767 0.0 0.0 0.0 0.54
H -3.6465 3.3724 4.9705 0.0 0.1 0.0 0.43
H -4.7112 4.2923 2.9396 0.0 0.0 0.0 0.46
H -3.8272 3.7152 0.7062 0.0 0.0 0.0 0.59
H -3.8990 0.6641 0.2123 -0.1 0.0 0.0 0.57
H -5.9676 0.4154 -1.1111 0.0 0.0 0.0 0.47
H -6.2101 1.6085 -3.2633 0.0 0.0 0.0 0.43
H -4.3710 3.0326 -4.0981 0.0 0.0 0.0 0.45
H -2.3164 3.3091 -2.7720 0.0 0.0 0.0 0.48
H -1.4205 4.9711 0.8127 0.1 0.0 0.0 0.39
H -0.1598 6.9159 0.0023 0.0 0.0 0.0 0.43
H 1.2868 6.7280 -1.9936 0.0 0.0 0.0 0.41
H 1.5145 4.5460 -3.1492 0.0 0.0 0.0 0.52
H 0.2680 2.5953 -2.3283 0.1 0.0 0.0 0.15
N 2.1186 -1.0061 -1.7582 -0.1 0.1 0.3 0.30
P 0.6227 -0.3464 -2.2396 0.7 -0.9 -1.3 0.84
C -0.4038 -1.6523 -2.9648 -0.2 0.3 0.4 0.59
C -1.7322 -1.6887 -2.5431 0.1 0.0 0.0 0.20
C -2.6148 -2.5996 -3.1047 0.0 -0.1 0.0 -0.80
C -2.1614 -3.4761 -4.0780 -0.1 0.0 0.1 -0.64
C -0.8328 -3.4516 -4.4877 0.1 -0.1 0.0 -0.88
C 0.0489 -2.5374 -3.9383 0.0 0.0 0.0 -0.61
C 1.0506 0.6334 -3.7186 -0.1 0.1 0.2 0.49
C 2.3678 0.9639 -4.0225 -0.1 0.0 0.0 -0.18
C 2.6488 1.7109 -5.1584 0.0 0.0 0.0 -0.76
C 1.6193 2.1567 -5.9719 0.0 0.1 0.0 -0.68
C 0.3009 1.8539 -5.6555 -0.1 0.0 0.0 -0.60
C 0.0158 1.0896 -4.5375 0.0 -0.1 0.1 -0.42
P 2.5220 -0.3264 -0.2316 1.1 -0.1 -1.0 0.00
C 3.6022 1.1032 -0.5937 -0.2 0.1 0.2 0.81
C 3.1445 2.3767 -0.2632 0.0 0.0 0.0 -0.58
C 3.9301 3.4955 -0.5063 0.1 0.0 -0.1 -0.70
C 5.1810 3.3412 -1.0807 -0.1 0.1 0.0 -0.64
C 5.6429 2.0745 -1.4195 0.1 -0.1 -0.1 -0.78
C 4.8635 0.9583 -1.1734 0.0 -0.1 0.0 -0.69
C 3.7152 -1.4479 0.5295 -0.3 0.0 0.3 0.91
C 4.1585 -1.0645 1.7960 0.0 0.0 -0.1 -0.69
C 5.1472 -1.7936 2.4324 0.0 0.0 0.0 -0.66
C 5.6942 -2.9046 1.8026 0.0 0.0 0.0 -0.52
C 5.2304 -3.3042 0.5586 0.0 -0.1 0.0 -0.87
C 4.2312 -2.5840 -0.0803 -0.1 0.1 0.0 -0.18
H 2.7942 -1.3686 -2.4193 0.0 0.0 0.0 0.54
H -2.0670 -1.0012 -1.7718 -0.1 0.0 0.0 0.14
H -3.6449 -2.6349 -2.7752 0.0 0.0 0.0 0.53
H -2.8456 -4.1921 -4.5143 0.0 0.0 0.0 0.42
H -0.4915 -4.1519 -5.2387 0.0 0.0 0.0 0.44
H 1.0839 -2.5131 -4.2595 0.0 0.0 -0.1 0.42
H 3.1783 0.6574 -3.3765 0.0 0.0 0.0 0.10
H 3.6760 1.9451 -5.4055 0.0 0.0 0.0 0.44
H 1.8417 2.7505 -6.8485 0.0 0.0 0.0 0.42
H -0.5016 2.2116 -6.2871 0.0 0.0 0.0 0.46
H -1.0118 0.8425 -4.2911 0.0 0.0 -0.1 0.41
H 2.1826 2.5050 0.2152 -0.1 0.0 0.0 0.42
H 3.5617 4.4788 -0.2460 0.0 0.0 0.0 0.52
H 5.8040 4.2070 -1.2632 0.0 0.0 0.0 0.42
H 6.6183 1.9582 -1.8738 0.0 0.0 0.0 0.46
H 5.2367 -0.0297 -1.4222 0.0 0.0 0.0 0.50
H 3.7243 -0.1897 2.2688 0.1 0.0 0.1 0.40
H 5.4913 -1.4997 3.4146 0.0 0.0 0.0 0.44
H 6.4809 -3.4657 2.2889 0.0 0.0 0.0 0.40
H 5.6463 -4.1818 0.0816 0.0 0.0 0.0 0.44
H 3.8556 -2.9144 -1.0415 0.0 0.0 0.0 0.45
Br 1.1148 -4.1506 -0.4896 0.1 0.1 0.0 -0.05
C -0.7434 -4.4399 -0.3744 0.0 0.1 0.1 0.46
C -1.2731 -5.5150 -1.0732 0.0 0.0 0.1 -0.67
C -2.6159 -5.8237 -0.9374 0.0 0.0 0.0 -0.61
C -3.4212 -5.0601 -0.1070 -0.1 -0.1 0.0 -0.69
C -2.8953 -3.9663 0.5599 0.0 0.2 0.1 -0.43
C -1.5529 -3.6367 0.4225 0.2 0.3 0.0 0.16
I -0.8266 -1.9332 1.4808 -0.3 -0.7 -0.2 0.22
H -0.6261 -6.1106 -1.7019 0.0 0.0 0.0 0.46
H -3.0252 -6.6726 -1.4682 0.0 0.0 0.0 0.42
H -4.4619 -5.3220 0.0281 0.0 0.0 0.0 0.41
H -3.5242 -3.3605 1.1989 0.0 0.0 0.0 0.44

[3]
53
Properties=species:S:1:pos:R:3:forces:R:3:nbo_charge:R:1 method="wB97M-V/def2-TZVPD" e_homo_ev=-9.860 gap_ev=10.0455 total_charge=0 energy_ha=-1260.4600
O -2.0333 -1.9995 -2.5281 0.7 0.7 -1.3 -0.66
C -1.2681 -1.0924 -2.1891 -1.5 0.0 2.7 0.72
N -1.2843 -0.7757 -0.8406 -0.5 -1.6 0.4 -0.66
C -0.1795 -0.2534 -0.0444 1.4 -0.3 -0.3 -0.06
N -0.3823 -0.3195 1.3786 0.1 0.2 0.2 -0.88
C -0.5356 -0.1591 -3.0490 -0.2 1.4 -2.6 -0.54
C 0.8897 -0.4948 -3.4222 0.8 -2.3 1.6 -0.59
H -1.7657 -1.5291 -0.3228 0.3 0.5 -0.3 0.41
H 0.7070 -0.8806 -0.2520 -0.1 0.4 0.1 0.19
H 0.0528 0.7702 -0.3725 -0.1 -0.2 0.2 0.18
H -0.4176 -1.2785 1.7233 -0.1 0.1 -0.4 0.40
H -1.2458 0.1235 1.6615 -0.1 0.2 0.1 0.39
H -0.4774 0.8859 -2.7110 -0.5 -0.4 0.7 0.25
H -1.1821 -0.1143 -3.9442 0.4 0.1 0.1 0.24
H 1.0056 -1.3253 -4.1507 -0.2 0.4 0.6 0.21
H 1.4703 0.3192 -3.7644 0.2 1.1 -0.6 0.22
H 1.4010 -0.7623 -2.4422 -0.3 -0.1 -1.2 0.21
H 0.4944 2.1124 2.1609 -0.6 -0.5 0.2 0.49
H 0.5904 3.3488 1.3364 -0.1 -0.1 0.1 0.51
O 1.1113 2.5664 1.5941 0.6 0.4 -0.3 -1.00
H -2.1308 -2.6982 1.7764 -0.1 0.2 0.5 0.50
H -3.5413 -2.2586 2.2822 -0.5 -0.4 0.0 0.47
O -2.6338 -1.9887 2.2175 0.4 0.3 -0.3 -0.98
H 3.1782 -2.4755 0.8097 -0.2 0.6 0.6 0.51
H 2.0597 -2.0983 1.8796 0.5 0.8 0.4 0.48
O 2.3305 -2.7129 1.2120 -0.4 -1.4 -1.0 -0.99
H -3.0799 0.4851 -0.4016 0.0 -1.2 0.2 0.48
H -2.1693 1.5542 -0.8932 -0.4 0.0 0.0 0.47
O -3.0996 1.3870 -0.6711 0.3 1.5 -0.2 -0.94
H 1.0077 3.0782 -1.4011 -0.5 -0.6 0.0 0.51
H 0.2550 4.1964 -2.0064 -0.8 -1.0 0.3 0.48
O 0.0644 3.3162 -1.5899 1.5 1.5 -0.6 -0.98
H 1.4048 0.1686 2.5056 -1.2 -0.2 -0.4 0.50
H 2.4064 1.3032 2.5429 0.0 0.4 0.0 0.50
O 2.3286 0.3513 2.6346 0.9 -0.1 0.4 -0.97
H -1.7310 3.2573 0.8877 -0.3 -0.6 -0.1 0.49
H -0.6686 3.8143 -0.0745 -0.1 -0.2 -0.8 0.49
O -1.0478 3.9151 0.8023 0.1 1.0 0.8 -0.99
H -0.1835 -3.8707 -1.7869 0.9 -0.1 -0.1 0.47
H -1.6306 -3.5793 -1.9222 0.3 -0.2 0.9 0.51
O -0.9851 -4.0032 -1.2971 -1.1 -0.3 -0.8 -0.98
H -2.7897 2.8038 2.5520 0.8 -0.9 0.2 0.48
H -3.2644 1.3941 2.4301 1.3 0.2 0.1 0.48
O -2.4133 1.8873 2.5658 -2.1 0.7 -0.3 -0.95
H 5.0695 -0.5349 1.5974 -0.1 0.5 1.0 0.49
H 3.3996 -0.1717 1.4602 1.9 -0.4 0.7 0.51
O 4.2559 -0.5769 1.1175 -1.4 -0.3 -1.9 -1.04
H -0.8538 -3.8306 0.4314 -0.2 0.1 -0.3 0.51
H 0.4600 -3.5308 1.0846 -0.8 0.4 0.5 0.51
O -0.5121 -3.3956 1.2311 1.2 -0.5 -0.1 -1.03
H 3.2906 1.7720 -0.8956 0.9 -0.5 0.8 0.50
H 1.8933 1.9042 -0.0401 0.7 -0.3 1.0 0.52
O 2.3797 1.9958 -0.8624 -1.6 0.8 -1.5 -1.01